Entry from the Open Molecules 2025 dataset: a 3-piece molecular cluster, C4H14NO3 overall (wB97M-V/def2-TZVPD).

Summary:
Charge: -1
Relative energy (zero: lowest compared OMol25 entry of this formula, charge and spin), kcal/mol: 16.5
Gap between HOMO and LUMO, eV: 7.3
DFT total energy, eV: -12008.1811

Structure (XYZ):
```
22
Properties=species:S:1:pos:R:3:forces:R:3:nbo_charge:R:1
C 0.280201 -0.596863 0.893428 0.7738 -0.1154 -0.7616 -0.230
N -0.553355 -1.611890 0.265169 1.0246 -0.6383 0.8554 -0.687
C 0.192149 -2.382088 -0.782507 -0.8653 -0.1924 -0.4657 0.125
O 0.104633 -1.840854 -2.024393 0.1122 0.1483 0.2147 -0.915
C -0.502279 0.345677 1.768139 -0.2287 -0.0161 0.5707 -0.401
C -1.523156 1.179792 1.022314 0.3728 1.0891 -0.2379 -0.613
H 0.862830 -0.050573 0.134131 -0.3189 0.3684 -0.0518 0.175
H 1.088328 -1.109112 1.432900 -0.3739 -0.0484 0.4211 0.171
H -1.330645 -1.194042 -0.201063 -0.3488 0.3197 -0.5062 0.347
H -0.266776 -3.396238 -0.741698 0.1425 0.0805 -0.1467 0.098
H 1.240047 -2.519763 -0.441047 -0.0278 0.1996 0.3382 0.085
H -0.995039 -0.243474 2.553264 -0.0128 0.0582 -0.0553 0.186
H 0.140959 1.071954 2.274170 0.2924 -0.2429 0.0104 0.193
H -0.998748 1.876580 0.354704 -0.0258 -0.5091 -0.2190 0.210
H -1.983721 1.907593 1.699102 -0.5202 -0.4721 0.1364 0.192
H -2.247279 0.611021 0.444664 -0.1869 0.0390 0.1641 0.199
H 0.921549 2.102287 -0.760897 0.4496 0.3082 -0.0892 0.504
H 0.111675 3.295357 -1.100012 -0.4788 0.3994 -0.3807 0.456
O 0.874610 3.066389 -0.581904 0.2717 -0.8143 0.1929 -0.961
H 0.828107 -0.601475 -2.124085 -0.0064 0.1300 -0.2625 0.497
H 2.272524 -0.169382 -1.875212 0.4360 0.1679 0.0001 0.438
O 1.483379 0.259098 -2.209165 -0.4816 -0.2596 0.2728 -1.068
```
Positions in Å, forces in eV/Å.

=====

Entry from the Open Molecules 2025 dataset: a 2-piece molecular cluster, C4H10O3 overall (wB97M-V/def2-TZVPD).

Summary:
Expectation value of S²: 0.753
Spin multiplicity: 2
Charge: -1
Relative energy (zero: lowest compared OMol25 entry of this formula, charge and spin), kcal/mol: 12.6
Gap between HOMO and LUMO (alpha / beta), eV: 3.5 / 7.1
DFT total energy, eV: -10450.6685

Structure (XYZ):
```
17
Properties=species:S:1:pos:R:3:forces:R:3:lowdin_spin:R:1
C -1.122970 -1.089654 -1.271186 -0.3111 1.3247 -1.2027 0.025
O -1.567428 -0.311332 -2.425927 -0.5340 -0.1577 -0.1408 0.009
C -0.296466 -0.212832 -0.350987 -0.7478 0.1072 1.7244 0.052
C 1.205071 -0.492342 -0.224823 0.9744 0.8303 0.0701 0.105
C 1.801399 -0.509682 1.163073 -0.5609 -0.2632 -0.4714 0.384
O 1.824981 0.561473 1.827433 -0.1276 1.3992 0.7656 0.300
H -0.698052 -1.985949 -1.721599 0.5651 -0.1783 0.7043 0.003
H -2.008507 -1.351553 -0.699648 -0.3762 -0.1994 -0.5297 0.002
H -0.809329 0.064621 -2.896391 -0.0501 -0.2880 0.5099 0.004
H -0.787259 -0.314909 0.654426 0.7478 -0.0896 -0.4602 0.011
H -0.513378 0.867131 -0.570335 0.2843 -0.8799 -0.2930 0.007
H 1.535469 -1.378375 -0.740427 -0.2755 -0.7559 -0.3733 0.008
H 1.657734 0.355653 -0.811527 0.2264 -0.3127 0.3290 0.034
H 2.201140 -1.400268 1.660838 0.0577 -0.5597 -0.6260 0.050
H -0.799345 2.090706 2.844239 0.3098 0.2362 -0.0919 0.000
H -0.816570 2.304596 1.374022 0.2961 -0.1527 -0.4858 0.002
O -0.806490 2.802716 2.188819 -0.4785 -0.0605 0.5715 0.003
```
Positions in Å, forces in eV/Å.

=====

Entry from the Open Molecules 2025 dataset: one molecule with the formula C5H7NO (wB97M-V/def2-TZVPD).

Summary:
SMILES string: [H]/N=C/OC(C)=C=C
Relative energy (zero: lowest compared OMol25 entry of this formula, charge and spin), kcal/mol: 87.7
Gap between HOMO and LUMO, eV: 8.7
DFT total energy, eV: -8832.4007

Structure (XYZ):
```
14
Properties=species:S:1:pos:R:3:forces:R:3:nbo_charge:R:1
H -2.005019 -2.704714 -0.341696 0.5708 -0.2173 -0.2017 0.364
N -1.655932 -1.788610 -0.086690 0.2221 0.9394 -0.1790 -0.621
C -1.137549 -1.144559 -1.030080 -2.6603 1.3338 -1.0672 0.395
O -1.033522 0.315676 -0.989051 -0.4995 -2.0989 -0.7349 -0.519
C -0.028872 0.663515 -0.158924 1.3903 -1.8951 0.9623 0.256
C -0.033964 2.084048 0.294863 -0.2642 -0.3099 0.4780 -0.647
C 0.763508 -0.345961 0.231213 0.5362 3.0953 1.0103 -0.089
C 1.823998 -0.816319 0.839197 0.1548 -0.6079 -0.5365 -0.387
H -1.116694 -1.420580 -2.093448 0.4925 -0.2393 0.3640 0.163
H -0.090726 2.746819 -0.568061 0.1071 -0.0207 -0.0561 0.229
H 0.851419 2.300570 0.891986 -0.0642 0.0059 -0.1551 0.230
H -0.922547 2.263474 0.905694 0.0127 0.0971 -0.0197 0.226
H 1.756651 -1.621677 1.557645 -0.0944 0.2041 0.5108 0.201
H 2.829249 -0.531681 0.547352 0.0960 -0.2868 -0.3752 0.197
```
Positions in Å, forces in eV/Å.

=====

Entry from the Open Molecules 2025 dataset: C2H4BaF3O as an isolated structure (wB97M-V/def2-TZVPD).

Summary:
Expectation value of S²: 0.751
Spin multiplicity: 2
Gap between HOMO and LUMO (alpha / beta), eV: 4.9 / 7.1
DFT total energy, eV: -13026.0643

Structure (XYZ):
```
11
Properties=species:S:1:pos:R:3:forces:R:3:lowdin_spin:R:1
C 0.733041 0.759116 0.021550 2.0300 1.6577 -1.0546 0.011
F 0.355021 1.399832 -1.096153 0.2326 -0.3694 -0.2298 0.003
F 2.404516 1.251036 0.264518 -2.5556 -1.1485 -0.1485 0.016
Ba 1.233877 -2.913854 -0.514729 0.0805 1.2754 -0.0015 0.885
O 0.028607 -0.386769 0.248924 -0.3563 -1.8142 -0.1203 0.041
H 1.655305 -0.399934 -0.962485 0.4004 -0.2725 0.1310 0.002
C -1.418740 -0.321499 0.250176 -0.0643 0.5854 0.7628 0.019
H -1.813386 0.302561 -0.562833 0.2944 -0.1651 0.2548 0.001
H -1.764990 -1.352746 0.130552 0.0970 0.1728 0.0131 0.021
H -1.713757 0.061336 1.232414 -0.3289 -0.0279 -0.3173 0.001
F 0.300506 1.600923 0.988066 0.1701 0.1064 0.7102 0.001
```
Positions in Å, forces in eV/Å.

=====

Entry from the Open Molecules 2025 dataset: a 2-piece molecular cluster, C4H10N2O2 overall (wB97M-V/def2-TZVPD).

Summary:
Relative energy (zero: lowest compared OMol25 entry of this formula, charge and spin), kcal/mol: 119.4
Gap between HOMO and LUMO, eV: 8.8
DFT total energy, eV: -11381.7267

Structure (XYZ):
```
18
Properties=species:S:1:pos:R:3:forces:R:3:nbo_charge:R:1
C 1.554896 0.606212 1.032546 -0.2250 -0.4418 -0.1316 0.164
C -1.060811 1.950047 -0.587973 0.0161 -0.0306 -0.0609 -0.250
C -1.054160 -1.510551 -0.305419 0.0818 0.0636 -0.0031 -0.714
N 1.133619 -0.575216 0.708429 -0.1194 0.3432 -0.0931 -0.247
C -0.447636 -0.540931 0.675221 0.1432 0.2393 0.0397 0.750
N 1.885258 -1.242351 -0.284670 -0.1014 0.1164 0.1628 -0.644
O -0.022064 1.026750 -0.493059 -0.0313 -0.2442 0.2851 -0.797
O -0.994244 -0.151908 1.676757 0.2897 -0.0360 -0.2993 -0.629
H 1.648466 -2.225894 -0.252266 -0.0109 0.0369 -0.0071 0.364
H 1.611114 -0.858379 -1.186470 -0.0436 -0.0035 0.0499 0.376
H 0.956007 1.184536 1.716423 -0.0745 -0.0202 -0.0262 0.239
H 2.550222 0.912288 0.741587 -0.0031 -0.0332 -0.0303 0.211
H -1.732609 1.727418 -1.433552 0.0353 0.0138 0.0699 0.150
H -1.666583 1.975502 0.333367 0.0309 -0.0113 -0.0412 0.159
H -0.667965 2.963014 -0.753097 -0.0346 -0.0673 0.0281 0.166
H -0.585953 -1.478706 -1.284723 0.0044 0.0137 0.0292 0.225
H -1.004845 -2.524752 0.101403 0.0081 0.0531 0.0085 0.225
H -2.102714 -1.237079 -0.404503 0.0344 0.0084 0.0196 0.253
```
Positions in Å, forces in eV/Å.

=====

Entry from the Open Molecules 2025 dataset: a 10-piece molecular cluster, C27H44N15OS overall (wB97M-V/def2-TZVPD).

Summary:
Charge: -1
Gap between HOMO and LUMO, eV: 3.6
DFT total energy, eV: -63938.0494

Structure (XYZ):
```
88
Properties=species:S:1:pos:R:3:forces:R:3:mulliken_charge:R:1
N 2.976475 -4.111059 4.874144 -0.1216 1.7259 -2.2328 -0.814
C 2.857581 -3.408863 3.747279 -0.0713 -2.8120 2.9445 0.409
N 1.566163 -3.439244 3.047153 2.3399 -0.1087 -1.3242 -0.245
N 4.058580 -2.711556 3.292759 -2.5361 -0.0259 -0.7286 -0.281
C 3.769336 -1.508352 2.458775 0.7254 1.4987 -0.9845 -0.363
C 3.815789 -0.118602 3.271735 1.1730 0.0327 -0.6339 -0.373
C 3.289773 1.120606 2.384442 0.0792 0.5145 0.4308 -0.102
C 1.784851 1.566558 2.717461 -0.3099 -0.5878 0.4654 -0.548
N 0.991275 0.463785 3.303133 -0.8936 1.7609 -0.2073 -0.331
C -0.242402 1.119543 3.800262 1.9127 -0.8109 0.5511 -0.493
C -1.102451 0.056568 4.654028 1.1305 0.4154 -0.0511 -0.501
S -2.800296 -0.252542 3.883580 0.5072 -1.6438 -0.6518 -0.173
C -2.544832 -1.590012 2.647158 2.0653 -0.6907 -1.9014 0.359
N -1.510033 -1.688637 1.628593 -5.6092 -1.9015 3.6646 0.113
N -1.810270 -2.901085 1.063504 -2.6157 -2.9211 0.3108 -0.553
C -2.942761 -3.576910 1.605099 3.9838 5.0141 -0.1065 -0.054
O -3.421339 -2.712268 2.623571 1.8237 0.4859 -0.9508 -0.323
H 2.087666 -4.586976 5.089328 0.4197 0.2219 -0.3140 0.202
H 1.807985 -3.651772 2.056145 -0.5376 0.7999 0.6743 -0.044
H 0.978747 -4.229383 3.337726 0.6058 0.5671 0.3750 0.303
H 4.736528 -3.345774 2.848536 -0.7730 0.3307 0.4749 0.342
H 4.630757 -1.436345 1.690553 -1.3384 -0.1437 1.0346 0.298
H 2.811776 -1.559717 1.845401 1.0299 -0.0823 1.0361 0.146
H 4.938933 0.094764 3.448495 -1.6105 -0.4723 -0.1280 0.063
H 3.343529 -0.178549 4.302895 0.2041 0.0855 -1.5912 0.197
H 3.442293 0.957171 1.253697 -0.2255 -0.1658 1.5656 -0.024
H 3.960559 2.025966 2.643768 -0.9325 -1.3697 -0.4401 0.297
H 1.255071 2.015239 1.788671 0.8906 -0.3921 0.9213 -0.070
H 1.863392 2.460106 3.464382 -0.0802 -0.8681 -0.7950 0.173
H -0.850259 1.664878 2.991100 0.1392 -0.6482 0.8400 0.128
H 0.115287 1.944698 4.543117 -0.8854 -0.5957 -0.7161 0.308
H -1.288679 0.491772 5.702812 -0.3149 -0.7106 -1.5941 0.326
H -0.539639 -0.934735 4.813291 -0.8245 1.5402 -0.6443 0.228
H -3.383640 -4.582091 1.333063 0.5512 1.7703 0.5772 0.343
C 2.009696 -5.964239 -0.690591 0.3433 0.7799 0.1927 -0.902
C 2.643740 -4.648219 -0.362669 0.9127 1.9458 0.4587 0.478
N 3.140298 -3.612467 -0.104753 -1.3918 -3.0677 -0.8068 -0.407
H 1.017624 -5.801846 -1.114659 0.1054 0.0827 0.0591 0.272
H 2.623800 -6.501382 -1.414894 -0.0115 0.1077 0.0759 0.327
H 1.916674 -6.566527 0.214377 0.0409 0.1169 -0.0442 0.290
C 2.583243 3.674642 -1.561587 -0.6470 0.3110 0.7852 -0.591
C 1.496828 4.006221 -0.585732 -1.6179 0.5436 1.4636 0.381
N 0.639744 4.266677 0.177756 2.4310 -0.6645 -2.2831 -0.452
H 2.773685 2.602659 -1.559777 -0.0925 0.2121 0.0467 0.031
H 2.283793 3.980709 -2.564563 -0.0051 -0.1091 0.1095 0.313
H 3.500196 4.199343 -1.287758 -0.1230 -0.0027 0.0590 0.303
C -3.326681 0.807299 0.414149 -0.1110 0.8800 -0.4999 -0.437
C -3.467584 2.134394 -0.265298 -0.2267 1.9447 -1.0235 0.108
N -3.578434 3.175845 -0.802502 0.3362 -3.0789 1.5538 -0.507
H -2.294336 0.461573 0.345951 -0.0826 0.0978 0.1701 0.045
H -3.602026 0.896794 1.465865 0.1311 0.0839 -0.0926 0.354
H -3.979739 0.074638 -0.063908 0.0255 0.1156 -0.0486 0.381
C 2.605555 -1.239956 -2.490037 0.2737 0.8466 -0.2261 -0.659
C 2.670391 0.174069 -2.986049 0.0940 2.0549 -0.9985 0.460
N 2.721488 1.275365 -3.408633 -0.1737 -3.5587 1.1433 -0.566
H 1.831913 -1.784774 -3.033033 0.3071 0.2207 0.1035 0.295
H 3.566310 -1.732827 -2.648477 -0.0041 0.1855 0.0847 0.384
H 2.368462 -1.255835 -1.424554 0.0651 0.0686 -0.0679 0.155
C -1.490140 0.008365 -2.536560 0.5458 -0.6480 -0.2469 -0.237
C -0.689530 -1.105672 -3.133206 1.0371 -1.6391 -0.8912 0.265
N -0.061518 -1.983954 -3.602725 -2.2768 2.4449 1.1736 -0.648
H -1.365621 0.916672 -3.127913 0.0154 -0.1241 0.0203 0.364
H -2.545812 -0.263028 -2.519501 0.1583 0.0158 -0.0274 0.063
H -1.154657 0.198730 -1.515757 0.1163 -0.0864 -0.1259 0.073
C -5.583282 4.828476 -2.601850 -0.7564 0.7110 0.1173 -0.559
C -6.720627 5.793468 -2.458892 -1.7181 1.4384 0.1430 0.273
N -7.614665 6.551631 -2.346512 2.5723 -2.1919 -0.3427 -0.417
H -4.984907 5.087785 -3.476654 -0.0820 0.0367 0.0835 0.254
H -4.950387 4.864740 -1.714852 -0.0838 -0.0616 -0.1201 0.274
H -5.968979 3.815088 -2.721659 0.0269 0.0991 0.0763 0.202
C 8.021809 2.353528 4.077223 -0.8754 -0.0782 0.2939 -0.805
C 6.618658 2.261647 4.592234 -2.0953 -0.1110 0.7809 0.398
N 5.515588 2.189423 4.994945 3.2812 0.3125 -1.0628 -0.367
H 8.385412 3.377805 4.171951 -0.0866 -0.0840 0.0092 0.291
H 8.671360 1.690223 4.650317 -0.1113 0.0431 -0.0299 0.263
H 8.051011 2.060549 3.026643 -0.0696 0.0121 0.1031 0.256
C -4.649679 -1.974323 -5.037875 0.0717 0.6557 0.3836 -0.800
C -4.603264 -0.666091 -4.316879 -0.0073 2.0295 0.9932 0.477
N -4.570489 0.371211 -3.759606 -0.1667 -2.9994 -1.6869 -0.470
H -4.588142 -1.804284 -6.113939 -0.0534 0.0710 0.1116 0.269
H -3.813313 -2.603164 -4.727718 -0.0347 0.1388 0.0416 0.307
H -5.584501 -2.488905 -4.811383 0.0610 0.1244 0.0012 0.274
C -5.731346 2.212382 -7.020920 -0.1613 -0.7863 -0.2722 -0.594
C -6.051469 0.846315 -7.544689 -0.5358 -2.2079 -0.8673 0.341
N -6.306460 -0.226880 -7.962425 0.8291 3.2767 1.3394 -0.430
H -6.653490 2.771448 -6.855456 0.0537 -0.1172 -0.0343 0.253
H -5.190038 2.129421 -6.076647 -0.0667 -0.0879 -0.0707 0.158
H -5.112600 2.749867 -7.740972 -0.0679 -0.1158 0.0216 0.272
```
Positions in Å, forces in eV/Å.

=====

Among the records above, which one has the highest DFT total energy?
C5H7NO

=====

Repeat the third record exactly.
Entry from the Open Molecules 2025 dataset: one molecule with the formula C5H7NO (wB97M-V/def2-TZVPD).

Summary:
SMILES string: [H]/N=C/OC(C)=C=C
Relative energy (zero: lowest compared OMol25 entry of this formula, charge and spin), kcal/mol: 87.7
Gap between HOMO and LUMO, eV: 8.7
DFT total energy, eV: -8832.4007

Structure (XYZ):
```
14
Properties=species:S:1:pos:R:3:forces:R:3:nbo_charge:R:1
H -2.005019 -2.704714 -0.341696 0.5708 -0.2173 -0.2017 0.364
N -1.655932 -1.788610 -0.086690 0.2221 0.9394 -0.1790 -0.621
C -1.137549 -1.144559 -1.030080 -2.6603 1.3338 -1.0672 0.395
O -1.033522 0.315676 -0.989051 -0.4995 -2.0989 -0.7349 -0.519
C -0.028872 0.663515 -0.158924 1.3903 -1.8951 0.9623 0.256
C -0.033964 2.084048 0.294863 -0.2642 -0.3099 0.4780 -0.647
C 0.763508 -0.345961 0.231213 0.5362 3.0953 1.0103 -0.089
C 1.823998 -0.816319 0.839197 0.1548 -0.6079 -0.5365 -0.387
H -1.116694 -1.420580 -2.093448 0.4925 -0.2393 0.3640 0.163
H -0.090726 2.746819 -0.568061 0.1071 -0.0207 -0.0561 0.229
H 0.851419 2.300570 0.891986 -0.0642 0.0059 -0.1551 0.230
H -0.922547 2.263474 0.905694 0.0127 0.0971 -0.0197 0.226
H 1.756651 -1.621677 1.557645 -0.0944 0.2041 0.5108 0.201
H 2.829249 -0.531681 0.547352 0.0960 -0.2868 -0.3752 0.197
```
Positions in Å, forces in eV/Å.